(1)
Entry from the Open Molecules 2025 dataset: the ion C3H7N3S with charge +2 at a distorted geometry (ωB97M-V/def2-TZVPD).

The geometry in ORCA input format:
```
! RIJCOSX wB97M-V def2-TZVPD def2/J DEFGRID3
* xyz 2 1
C -0.3658 -0.9581 0.3472
C 0.0442 2.0655 0.7097
C 0.6013 -2.3853 -1.4408
N -1.0528 -0.0237 0.8835
N -1.0143 1.2195 0.9205
N 0.1374 -1.3686 -0.7388
S -0.3432 3.7151 0.7659
H -0.4891 -1.8209 1.1603
H 1.0491 1.7265 0.4964
H 0.8108 -3.1818 -0.7759
H -0.0626 -2.7172 -2.2156
H 1.6779 -2.3074 -1.8160
H -1.8266 1.6963 1.1497
H 0.8338 4.3401 0.5540
*
```

Results
HOMO-LUMO gap (alpha / beta): 7.733 / 7.287 eV
HOMO level (alpha / beta): -0.7212 / -0.6818 hartree
LUMO (alpha / beta): -0.43699 / -0.41404 Eh
Energy above the lowest of the compared OMol25 structures with the same formula, charge and spin: 161.58 kcal/mol



(2)
Entry from the Open Molecules 2025 dataset: an isolated molecule of C6H11N2OPS at a distorted geometry (ωB97M-V/def2-TZVPD).

The geometry in ORCA input format:
```
! RIJCOSX wB97M-V def2-TZVPD def2/J DEFGRID3
* xyz 0 3
C -0.0386 1.8365 2.2013
C -0.2405 1.7188 1.0276
C 0.7776 0.6915 -1.0987
C -0.4824 1.3138 -0.3452
C 1.9824 -0.6701 0.5084
C -2.3323 -0.0992 0.5990
N 1.1988 -0.5664 -0.6855
N -1.5750 0.4864 -0.5906
O 0.0252 -2.2321 -2.2822
P 0.0075 -1.6936 -0.7681
S 0.0062 -3.2067 0.4394
H -0.1130 2.2660 3.2573
H 0.5449 0.7659 -2.1873
H 1.6442 1.4319 -1.0273
H -0.5231 2.2754 -0.9439
H 1.5400 -0.2284 1.4540
H 2.2827 -1.7936 0.7397
H 2.9891 -0.2791 0.2014
H -1.9399 -0.9605 0.8977
H -2.4331 0.7243 1.3716
H -3.3291 -0.2568 0.1198
H 0.0083 -1.5238 -2.8886
*
```

Results
HOMO-LUMO gap (alpha / beta): 7.568 / 7.123 eV
HOMO level (alpha / beta): -0.2541 / -0.3273 hartree
LUMO (alpha / beta): 0.02400 / -0.06550 Eh



(3)
Entry from the Open Molecules 2025 dataset: an isolated molecule of C11H16N2S at a distorted geometry (ωB97M-V/def2-TZVPD).

The geometry in ORCA input format:
```
! RIJCOSX wB97M-V def2-TZVPD def2/J DEFGRID3
* xyz 0 1
C 4.2775 -0.0336 -1.5282
C 3.4455 1.1806 -1.3093
S 1.6605 1.1067 -1.6954
C 1.1107 0.1915 -0.2599
N 1.9078 -0.1172 0.6836
C 1.3448 -0.9686 1.7347
N -0.2042 -0.4045 -0.5303
C -1.3304 -0.1946 0.2776
C -1.3968 0.9120 1.1861
C -2.5571 1.1503 1.9151
C -3.5759 0.2309 1.9333
C -3.5794 -0.7683 0.9758
C -2.4912 -0.9664 0.1605
C -2.4839 -1.9512 -0.9435
H 3.9310 -0.7031 -2.4584
H 4.0751 -0.7308 -0.6411
H 5.3518 0.1158 -1.5380
H 3.8887 1.9599 -1.9832
H 3.6019 1.3919 -0.2831
H 0.4243 -0.5125 2.3618
H 2.2433 -1.2295 2.4696
H 1.1004 -2.0123 1.2593
H -0.2695 -0.7195 -1.4946
H -0.4870 1.5468 1.3352
H -2.6841 1.9271 2.5538
H -4.4519 0.4823 2.4176
H -4.3969 -1.4483 0.9135
H -1.5632 -2.5183 -0.9237
H -3.2091 -2.8375 -0.8326
H -2.6311 -1.4635 -1.9560
*
```

Results
HOMO-LUMO gap: 8.941 eV
HOMO level: -0.3016 hartree
LUMO: 0.02699 Eh
SMILES string: CCS/C(=N/C)Nc1ccccc1C
Energy above the lowest of the compared OMol25 structures with the same formula, charge and spin: 55.24 kcal/mol



(4)
Entry from the Open Molecules 2025 dataset: a cluster of 2 separate species, C5H14 in total at a distorted geometry (ωB97M-V/def2-TZVPD).

The geometry in ORCA input format:
```
! RIJCOSX wB97M-V def2-TZVPD def2/J DEFGRID3
* xyz 0 1
C 2.5669 0.6228 -0.3438
C 2.0833 -0.6214 -1.0565
C 1.0581 -1.4510 -0.2777
H 3.4209 0.4500 0.3049
H 1.7717 1.2668 0.0212
H 2.9538 1.3491 -1.0853
H 1.7251 -0.4529 -2.0788
H 2.9308 -1.2435 -1.3599
H 1.4859 -2.3435 0.1840
H 0.6794 -0.9516 0.6140
H 0.2282 -1.7583 -0.9085
C -2.1686 0.2452 0.5908
C -3.3273 1.1414 0.9870
H -1.4587 0.6965 -0.1051
H -1.5589 -0.0521 1.4554
H -2.4419 -0.7026 0.1355
H -3.0047 2.1551 1.2109
H -3.9146 0.7169 1.7961
H -3.9765 1.2741 0.1144
*
```

Results
HOMO-LUMO gap: 12.147 eV
HOMO level: -0.4058 hartree
LUMO: 0.04060 Eh
SMILES string: CCC.CC
Energy above the lowest of the compared OMol25 structures with the same formula, charge and spin: 12.18 kcal/mol



(5)
Entry from the Open Molecules 2025 dataset: a structure of composition C6H9Cl at a distorted geometry (ωB97M-V/def2-TZVPD).

The geometry in ORCA input format:
```
! RIJCOSX wB97M-V def2-TZVPD def2/J DEFGRID3
* xyz 0 1
C -1.8485 0.1610 1.5831
C -1.0025 1.4247 -0.0779
C -0.5529 0.4923 0.9751
C -2.3899 0.5857 0.1134
C 0.9969 -0.5648 -0.7037
C 0.3713 -0.6777 0.6924
Cl -2.4006 -0.7051 -0.9866
H -1.8925 -0.8348 2.0492
H -2.2658 0.9060 2.2463
H -1.2397 2.4724 0.1128
H -0.5808 1.4088 -1.0458
H 0.7284 0.3579 -1.2085
H 0.6640 -1.4070 -1.3831
H 2.0863 -0.4408 -0.6373
H 1.1730 -0.7779 1.5070
H -0.2770 -1.5609 0.9094
*
```

Results
HOMO-LUMO gap: 7.966 eV
HOMO level: -0.2881 hartree
LUMO: 0.00470 Eh
Energy above the lowest of the compared OMol25 structures with the same formula, charge and spin: 76.60 kcal/mol



(6)
Entry from the Open Molecules 2025 dataset: a structure of composition C35H33GaN7 at a distorted geometry (ωB97M-V/def2-TZVPD).

The geometry in ORCA input format:
```
! RIJCOSX wB97M-V def2-TZVPD def2/J DEFGRID3
* xyz -1 1
Ga -0.2900 -0.1650 -0.0303
C 4.1685 -1.0341 -0.4809
C 4.7859 -0.2884 0.5773
C 3.9593 0.2607 1.5214
C 2.5306 0.0504 1.4911
N 1.9496 -0.5862 0.4645
C 2.7914 -1.0599 -0.5558
N 1.8112 0.4993 2.5723
C 0.5327 0.3838 2.8571
N -0.4870 -0.1783 1.9974
C -1.6962 -0.0277 2.6753
N -2.9590 -0.1292 2.2804
C -3.4590 -0.1331 1.0177
C -4.8973 -0.1441 0.9104
C -5.5123 -0.3711 -0.3004
C -4.6920 -0.3710 -1.4337
C -3.3199 -0.3019 -1.2887
N -2.6873 -0.1660 -0.1136
C -1.4140 0.3213 4.0695
C -2.2158 0.3589 5.2266
C -1.5759 0.5691 6.4545
C -0.2537 0.9133 6.5197
C 0.5336 0.9494 5.3619
C -0.0658 0.6573 4.1474
H 4.7800 -1.5180 -1.2295
H 5.8656 -0.2801 0.6953
H 4.2651 0.8936 2.3548
H 2.2950 -1.5613 -1.3884
H -5.4160 -0.0007 1.8416
H -6.5717 -0.4967 -0.3785
H -5.1122 -0.4767 -2.4409
H -2.7327 -0.4036 -2.1844
H -3.2882 0.1737 5.1332
H -2.1722 0.3916 7.3434
H 0.1990 1.1645 7.4857
H 1.5563 1.2113 5.3519
C 2.8927 3.5383 -3.5247
N 1.7010 2.6630 -3.3819
C 0.6224 2.8396 -4.3169
C 1.5148 1.7882 -2.2599
C 0.8086 2.4533 -1.0388
C 1.1797 3.7952 -0.7917
C 0.4778 4.5400 0.1752
C -0.6306 3.9830 0.7743
C -0.9281 2.6291 0.5774
C -0.1524 1.7856 -0.2453
H 3.1911 3.5268 -4.5830
H 3.6818 3.1627 -2.8202
H 2.7646 4.6010 -3.2072
H 0.9547 3.4769 -5.1505
H -0.2815 3.2619 -3.9317
H 0.3354 1.8556 -4.7454
H 2.4985 1.3864 -1.9543
H 0.8704 0.9771 -2.6738
H 1.9871 4.2610 -1.3480
H 0.8187 5.5294 0.4171
H -1.3190 4.5501 1.4086
H -1.8414 2.2382 1.0878
C 0.3489 -2.6717 -3.9105
C 0.3176 -3.4250 -2.6772
C 0.7386 -4.7457 -2.6189
C 0.6901 -5.5373 -1.4526
C -0.0060 -5.0828 -0.3488
C -0.5936 -3.8344 -0.3177
C -1.5049 -3.4605 0.7831
C -0.1720 -2.7622 -1.3651
N -0.2336 -1.5423 -1.2849
H -0.2929 -3.1590 -4.6671
H 1.3712 -2.5841 -4.3231
H -0.0872 -1.6819 -3.7628
H 1.0877 -5.1555 -3.5620
H 1.1928 -6.4674 -1.4547
H -0.0325 -5.7059 0.5617
H -1.8147 -4.3605 1.3549
H -2.4045 -2.8547 0.4909
H -0.9569 -2.9165 1.5623
*
```

Results
HOMO-LUMO gap: 3.403 eV
HOMO level: -0.0751 hartree
LUMO: 0.04994 Eh
Energy above the lowest of the compared OMol25 structures with the same formula, charge and spin: 20.18 kcal/mol



Number 1: energy -680.05881 Eh. Number 2: energy -1159.31697 Eh. Number 3: energy -936.38389 Eh. Number 4: energy -198.86975 Eh. Number 5: energy -694.05117 Eh. Number 6: energy -3661.61518 Eh.